# 1
A molecular structure, C6H13AuN2O5. Source: OMol25; level of theory: ωB97M-V/def2-TZVPD.

Relative energy (zero: lowest compared OMol25 entry of this formula, charge and spin), kcal per mole: 0.0
LUMO, eV: -9.739
Kohn-Sham gap, eV: 5.035
HOMO, eV: -14.775

ORCA input file:
```
! RIJCOSX wB97M-V def2-TZVPD def2/J DEFGRID3
* xyz 2 1
Au -0.066 -0.996 0.384
O 4.300 -0.418 0.316
C 3.041 -0.076 0.245
O 2.132 -0.807 0.570
C 2.992 1.372 -0.222
O 1.629 1.830 -0.500
C 1.397 2.489 -1.530
C -0.169 -1.076 -3.341
O -0.259 -0.579 -4.378
O -0.064 -1.552 -2.280
H 4.421 -1.327 0.645
H 3.636 1.493 -1.094
H 3.394 1.988 0.584
H 2.196 2.718 -2.241
H 0.390 2.900 -1.619
N -1.998 -2.009 0.414
C -3.071 -1.020 0.703
C -2.662 -0.193 1.916
N -1.410 0.534 1.613
H -2.172 -2.527 -0.440
H -1.965 -2.697 1.162
H -4.020 -1.523 0.886
H -3.191 -0.380 -0.172
H -2.467 -0.855 2.759
H -3.458 0.494 2.204
H -0.976 0.915 2.444
H -1.581 1.301 0.973
*
```

# 2
3 unconnected molecules or ions with the total composition C21H38BF5N2O2SSi in a non-equilibrium geometry. Source: OMol25; level of theory: ωB97M-V/def2-TZVPD.

Relative energy (zero: lowest compared OMol25 entry of this formula, charge and spin), kcal per mole: 5.8
LUMO, eV: -0.047
SMILES: C#C[Si@@](CCSc1nnco1)(B(C)O)C(F)(F)C(F)(F)F.CCCCCC.CCCCCC
Kohn-Sham gap, eV: 9.521
HOMO, eV: -9.568

ORCA input file:
```
! RIJCOSX wB97M-V def2-TZVPD def2/J DEFGRID3
* xyz 0 1
C -5.939 0.476 4.942
C -5.229 0.633 3.979
Si -4.354 1.147 2.425
C -3.181 -0.262 1.892
C -3.741 -1.650 2.194
S -2.607 -2.993 1.592
C -1.115 -2.123 1.203
N -0.049 -1.963 1.923
N 0.795 -1.203 1.156
C 0.203 -0.942 0.043
O -1.032 -1.511 0.005
B -5.639 1.553 0.951
C -7.131 0.995 1.047
O -5.282 2.263 -0.176
C -3.233 2.631 2.945
F -2.489 2.341 4.028
F -4.032 3.690 3.242
C -2.250 3.147 1.876
F -1.443 2.201 1.428
F -2.874 3.706 0.860
F -1.479 4.094 2.428
H -6.599 0.460 5.776
H -2.234 -0.075 2.402
H -3.050 -0.171 0.812
H -4.680 -1.816 1.669
H -3.886 -1.811 3.259
H 0.544 -0.369 -0.798
H -7.361 0.594 2.035
H -7.257 0.184 0.325
H -7.821 1.824 0.858
H -6.060 2.743 -0.480
C 2.393 2.955 -5.101
C 1.220 3.886 -4.807
C 1.108 4.276 -3.334
C 0.863 3.111 -2.374
C -0.388 2.285 -2.670
C -1.684 3.083 -2.565
H 2.294 2.003 -4.578
H 2.451 2.738 -6.169
H 3.337 3.413 -4.801
H 0.290 3.423 -5.149
H 1.340 4.799 -5.396
H 0.308 5.014 -3.224
H 2.028 4.786 -3.031
H 0.793 3.509 -1.357
H 1.734 2.448 -2.376
H -0.430 1.457 -1.956
H -0.316 1.829 -3.662
H -1.793 3.513 -1.568
H -2.544 2.437 -2.747
H -1.721 3.893 -3.294
C 6.631 -5.618 1.700
C 6.398 -4.766 0.456
C 5.859 -3.370 0.768
C 4.494 -3.342 1.456
C 3.373 -4.046 0.694
C 3.078 -3.417 -0.665
H 5.703 -5.802 2.243
H 7.050 -6.588 1.428
H 7.332 -5.129 2.380
H 5.722 -5.289 -0.226
H 7.346 -4.658 -0.078
H 5.812 -2.795 -0.162
H 6.579 -2.847 1.406
H 4.208 -2.299 1.620
H 4.577 -3.788 2.451
H 2.466 -4.004 1.303
H 3.606 -5.106 0.565
H 2.801 -2.369 -0.544
H 2.245 -3.934 -1.147
H 3.939 -3.485 -1.332
*
```